Entry 1:
28
Properties=species:S:1:pos:R:3 method="wB97M-V/def2-TZVPD" mol_weight_g_mol=282.116 e_homo_ev="-3.42 / -3.42" de_lowest_kcal_mol=0.0 total_charge=0 gap_ev="3.68 / 3.67" e_tot_ev=-23903.6620
C 0.66292 -0.81278 -3.32576
C -0.53428 -0.32957 -4.07598
C -0.62683 1.10389 -3.89224
C 0.39783 1.46776 -2.88003
C 1.21363 0.27546 -2.43958
Y -0.86199 -0.20245 -1.63492
P 0.10879 -2.63264 -0.62966
H 0.95315 -1.91910 -3.29159
H -1.22319 -0.98188 -4.67441
H -1.42967 1.76048 -4.26070
H 1.95279 0.34759 -1.53180
H 0.56286 2.49193 -2.37767
H 1.42010 -2.90415 -0.17742
H 0.02041 -3.82848 -1.46760
H -0.57650 -3.23007 0.47725
N -0.14400 1.08542 4.80869
C -0.15370 0.83870 3.47328
C 0.91783 0.11361 2.85679
C 0.87534 -0.07628 1.47538
N -0.15237 0.37483 0.68701
C -1.19387 1.02762 1.30223
C -1.21274 1.30459 2.66418
H 0.58073 0.80870 5.42245
H -0.88544 1.65013 5.23670
H 1.72679 -0.26873 3.48027
H 1.68873 -0.65963 0.98205
H -2.05477 1.33214 0.66698
H -2.03257 1.86291 3.12611



Entry 2:
25
Properties=species:S:1:pos:R:3 method="wB97M-V/def2-TZVPD" mol_weight_g_mol=274.097 e_homo_ev="-12.39 / -12.55" de_lowest_kcal_mol=62.0 total_charge=+1 gap_ev="8.30 / 7.46" e_tot_ev=-21831.0389
C 0.53020 0.53003 1.46791
C 2.10702 1.92717 2.59548
C -1.58070 -1.31122 -2.64764
C 1.77481 1.33442 1.23059
C 0.02561 -1.33384 -0.76547
C -1.08249 -0.61073 -1.27983
C 0.74854 -0.86435 1.76710
N -2.13629 -0.56905 -0.22717
O -0.66691 0.91646 1.38382
F -0.27931 -1.63273 2.14474
I 2.62028 -1.72118 2.45896
H 2.52679 2.86123 2.51972
H 2.56266 1.29928 3.25132
H 1.00151 2.17584 2.93117
H -1.67520 -2.40210 -2.53735
H -2.58354 -0.89502 -2.97020
H -0.92148 -1.04235 -3.49012
H 2.55790 0.81406 0.70336
H 1.46747 2.18664 0.62585
H -0.25043 -2.13742 -0.01816
H 0.91454 -1.24437 -1.24011
H -0.63440 0.42165 -1.49269
H -3.04299 -0.50623 -0.62967
H -1.90099 0.18168 0.43466
H -2.28495 -1.45105 0.28138



Entry 3:
6
Properties=species:S:1:pos:R:3 method="wB97M-V/def2-TZVPD" mol_weight_g_mol=58.036 e_homo_ev=-10.33 de_lowest_kcal_mol=34.1 total_charge=0 gap_ev=9.24 e_tot_ev=-6198.5739 smiles="O=CC=O"
C -0.24309 -0.55500 0.57965
C -0.00630 0.53471 -0.57666
H -0.50010 -1.66148 0.39755
H -0.29421 0.28661 -1.74579
O 0.55363 -0.22686 1.49322
O 0.49008 1.62202 -0.14797



Entry 4:
7
Properties=species:S:1:pos:R:3 method="wB97M-V/def2-TZVPD" spin_multiplicity=7 mol_weight_g_mol=140.950 e_homo_ev="-3.38 / -3.68" total_charge=-1 gap_ev="6.64 / 6.98" e_tot_ev=-42571.7197
C 0.94172 -0.72122 -0.09255
F 1.28251 -1.14036 -1.37885
F 0.87022 -1.93833 0.58587
F 2.15974 -0.21755 0.36618
H -0.66494 0.50713 0.06637
Mn -3.00104 2.29612 0.29592
O -1.58821 1.21421 0.15705